Computed, not measured: a 2-piece molecular cluster, C3H4N2 overall at a distorted geometry, with ωB97M-V with the def2-TZVPD basis set.

The SMILES is C#CC.N#N. The relative energy (zero: lowest compared OMol25 entry of this formula, charge and spin) is 43.8 kcal per mole.

Geometry as ORCA input:
```
! RIJCOSX wB97M-V def2-TZVPD def2/J DEFGRID3
* xyz 0 1
C 1.4798 0.7013 0.7960
C 0.4745 0.0676 0.5829
C -0.6704 -0.8060 0.4764
N -0.6258 0.9021 -2.2775
N 0.3811 0.7718 -1.8057
H 2.1283 1.5062 0.7730
H -0.5999 -1.5345 -0.2838
H -1.5617 -0.3184 0.4187
H -1.0059 -1.2900 1.3201
*
```

Computed, not measured: C19H15N2O3PtS2 as an isolated structure at a distorted geometry, with ωB97M-V with the def2-TZVPD basis set.

The relative energy (zero: lowest compared OMol25 entry of this formula, charge and spin) is 62.3 kcal per mole.

Geometry as ORCA input:
```
! RIJCOSX wB97M-V def2-TZVPD def2/J DEFGRID3
* xyz -1 1
Pt 0.5264 -0.1255 -0.0159
S -1.3262 -1.4568 0.9985
C -0.0407 -2.5879 0.8383
C -0.2015 -3.9744 0.7088
C 0.9188 -4.7596 0.5541
C 2.1768 -4.1624 0.5149
C 2.2591 -2.7916 0.6704
N 1.1902 -2.0350 0.8604
H -1.1936 -4.3988 0.7051
H 0.8215 -5.8337 0.4573
H 3.0692 -4.7508 0.3703
H 3.2072 -2.2713 0.6657
O 1.8024 -1.2480 -2.0312
C 0.9351 -0.7464 -2.7414
C 0.9184 -0.8128 -4.2658
C -0.4558 -0.2650 -4.6064
C -0.9632 0.3135 -3.2643
O -1.9784 0.9630 -3.1641
N -0.1164 -0.0598 -2.2750
H 1.0999 -1.8316 -4.6079
H 1.7231 -0.1761 -4.6384
H -1.1458 -1.0507 -4.9201
H -0.4584 0.5103 -5.3722
C 7.7412 3.7789 -4.3206
C 8.0894 4.0668 -2.8965
O 8.8418 3.4574 -2.2003
S 7.1924 5.5410 -2.2624
C 5.7789 4.5982 -1.6894
C 4.5438 4.8357 -2.2749
C 3.4397 4.1200 -1.8616
C 3.5580 3.1434 -0.8661
C 4.8124 2.9334 -0.2798
C 5.9150 3.6544 -0.6820
C 2.4734 2.3269 -0.4903
C 1.5853 1.5594 -0.1566
H 8.3640 2.9755 -4.7103
H 7.8743 4.6893 -4.9037
H 6.6926 3.4873 -4.3861
H 4.4653 5.5829 -3.0508
H 2.4753 4.2993 -2.3123
H 4.8994 2.1876 0.4942
H 6.8812 3.4796 -0.2332
*
```

Computed, not measured: a 2-piece molecular cluster, C10H12FN overall at a distorted geometry, with ωB97M-V with the def2-TZVPD basis set.

The relative energy (zero: lowest compared OMol25 entry of this formula, charge and spin) is 103.1 kcal per mole.

Geometry as ORCA input:
```
! RIJCOSX wB97M-V def2-TZVPD def2/J DEFGRID3
* xyz 0 1
C -0.3116 -0.9408 1.5281
C -0.2279 -1.0800 -0.8016
C -1.5712 -0.4471 1.4567
C -1.4837 -0.5386 -0.9663
C 0.4281 -1.2785 0.3865
C -2.1410 -0.1703 0.2234
C 2.8825 1.0773 0.0918
C 1.7906 -1.7374 0.5017
C -3.4538 0.5045 0.2843
C 4.2752 0.4938 0.2878
N 2.4010 2.1500 0.1481
F 2.2856 -2.3910 -0.7226
H 0.1769 -1.1454 2.5149
H 0.2229 -1.6502 -1.6516
H -2.1861 -0.5442 2.3906
H -1.9640 -0.5240 -1.9325
H 2.0993 -2.3642 1.3612
H -3.5817 0.7680 1.3227
H -3.4482 1.2323 -0.5412
H -4.3207 -0.1958 0.1511
H 4.3015 -0.4935 -0.2147
H 4.5305 0.3137 1.2904
H 4.9166 1.1795 -0.2600
H 1.5016 2.4832 -0.0418
*
```

Computed, not measured: a single C25H31N7O3 molecule at a distorted geometry, with ωB97M-V with the def2-TZVPD basis set.

The SMILES is COCCn1nnnc1[C@@H](C(C)C)N(Cc1cccnc1)Cc1cc2cc(OC)ccc2[nH]c1=O. The relative energy (zero: lowest compared OMol25 entry of this formula, charge and spin) is 62.9 kcal per mole.

Geometry as ORCA input:
```
! RIJCOSX wB97M-V def2-TZVPD def2/J DEFGRID3
* xyz 0 1
C -4.1062 3.5318 2.2894
H -4.3465 2.7045 1.6137
O -2.7869 3.4562 2.7778
C -2.5220 2.3405 3.5877
C -2.3455 1.0187 2.8198
N -1.0047 0.8024 2.3576
C -0.3284 1.1664 1.2337
N 0.8785 0.6461 1.3221
N 0.9292 -0.0261 2.4628
N -0.1680 0.0530 3.0873
C -0.8776 1.9760 0.1042
N -0.4440 1.5393 -1.2132
C -1.1677 0.3692 -1.7055
C -0.8832 -0.8715 -0.9033
C 0.2139 -1.6372 -1.1112
C 0.5744 -2.6968 -0.2248
C 1.7303 -3.4595 -0.3827
C 2.0601 -4.4502 0.5292
C 1.2166 -4.6856 1.6210
C 0.0665 -3.9445 1.7867
C -0.2691 -2.9500 0.8733
N -1.4130 -2.2055 1.0091
C -1.7913 -1.1688 0.1967
O -2.8391 -0.5693 0.4188
H -2.0289 -2.4139 1.7865
H -0.5764 -4.1302 2.6344
H 1.4542 -5.4455 2.3478
O 3.2098 -5.1342 0.2795
C 3.6204 -6.1241 1.1915
H 3.7886 -5.7070 2.1894
H 2.8944 -6.9414 1.2540
H 4.5606 -6.5100 0.8008
H 2.3892 -3.2787 -1.2170
H 0.8511 -1.4509 -1.9641
H -2.2374 0.5892 -1.6636
H -0.8776 0.2198 -2.7477
C 0.9887 1.4424 -1.4271
C 1.3388 1.4043 -2.8871
C 2.4359 0.6795 -3.3388
C 2.7488 0.6893 -4.6879
C 1.9443 1.4263 -5.5433
N 0.8967 2.1189 -5.1296
C 0.6079 2.1081 -3.8416
H -0.2602 2.6829 -3.5486
H 2.1422 1.4664 -6.6064
H 3.5949 0.1362 -5.0663
H 3.0390 0.1189 -2.6370
H 1.4506 2.3268 -0.9916
H 1.4314 0.5742 -0.9159
H -1.9648 1.8255 0.1129
C -0.6732 3.4951 0.3693
C 0.7527 3.9356 0.7097
H 0.7135 4.8461 1.3050
H 1.3293 4.1589 -0.1852
H 1.2795 3.1789 1.2866
C -1.2151 4.2969 -0.8099
H -0.6309 4.0977 -1.7037
H -2.2509 4.0342 -1.0103
H -1.1635 5.3601 -0.5882
H -1.2915 3.7129 1.2452
H -2.5608 0.1896 3.4974
H -3.0238 0.9625 1.9652
H -3.3313 2.2102 4.3197
H -1.5983 2.5750 4.1247
H -4.8280 3.5365 3.1144
H -4.1722 4.4701 1.7428
*
```

Computed, not measured: a 2-piece molecular cluster, C3H9NS overall at a distorted geometry, with ωB97M-V with the def2-TZVPD basis set.

The SMILES is C=N.CSC. The relative energy (zero: lowest compared OMol25 entry of this formula, charge and spin) is 60.7 kcal per mole.

Geometry as ORCA input:
```
! RIJCOSX wB97M-V def2-TZVPD def2/J DEFGRID3
* xyz 0 1
C -2.1923 -5.8019 2.7892
N -1.1451 -5.3637 3.4889
H -1.8991 -6.9257 2.4680
H -3.1224 -5.3828 2.4700
H -1.1399 -4.3314 3.5434
C -0.2958 2.8919 -1.8614
S 1.2263 2.5839 -2.6755
C 2.4362 3.2978 -1.3948
H -1.0022 2.9962 -2.6014
H -0.3938 3.9223 -1.3767
H -0.7998 2.0715 -1.2485
H 2.2165 4.1183 -0.7133
H 2.8835 2.3823 -0.8301
H 3.2279 3.5414 -2.0576
*
```

Computed, not measured: a 2-piece molecular cluster, C4H12N2 overall at a distorted geometry, with ωB97M-V with the def2-TZVPD basis set.

The relative energy (zero: lowest compared OMol25 entry of this formula, charge and spin) is 192.2 kcal per mole.

Geometry as ORCA input:
```
! RIJCOSX wB97M-V def2-TZVPD def2/J DEFGRID3
* xyz 0 1
C -1.4658 -2.2583 0.5977
N -0.1401 -1.5651 0.7883
C 0.0396 -0.1104 0.8749
C -0.4742 0.6708 -0.2711
N 0.6482 1.1619 -1.3882
C 1.4176 2.2253 -0.6649
H -2.2382 -2.1625 1.5391
H -1.9491 -1.8647 -0.3262
H -1.3970 -3.3897 0.4154
H 0.3498 -2.1322 1.4690
H -0.2152 0.4391 1.8579
H 1.7479 -0.3965 -1.0818
H -1.0863 1.6350 -0.0829
H -1.0546 -0.0056 -0.8543
H 1.2552 0.2430 -1.3246
H 2.3056 2.4660 -1.1826
H 1.5256 1.8977 0.3780
H 0.7311 3.1461 -0.7437
*
```

Computed, not measured: a single C21H22N2O2S molecule at a distorted geometry, with ωB97M-V with the def2-TZVPD basis set.

The SMILES is CCCCOc1ccc(NC(=O)CSc2cccc3cccnc23)cc1. The relative energy (zero: lowest compared OMol25 entry of this formula, charge and spin) is 357.7 kcal per mole.

Geometry as ORCA input:
```
! RIJCOSX wB97M-V def2-TZVPD def2/J DEFGRID3
* xyz 0 1
C 8.9457 0.5936 0.6874
C 8.6554 -0.7238 -0.0788
C 7.3277 -1.1810 0.3927
C 6.0335 -0.4263 0.0185
O 4.8307 -1.2752 0.2486
C 3.5408 -0.6005 0.2256
C 2.3895 -1.3822 0.7319
C 1.1875 -0.7393 0.2542
C 0.9607 0.5156 -0.3062
C 2.1626 1.1857 -0.6048
C 3.3431 0.9346 -0.3865
H 4.1351 1.4350 -0.8192
H 2.0070 2.0188 -1.1579
N -0.2785 1.0197 -0.3453
C -0.7519 2.0802 -1.0277
O -0.1354 2.9709 -1.2102
C -2.2311 2.0137 -0.8464
H -2.6097 3.1073 -1.1692
H -2.5885 1.5082 -1.5954
S -2.9886 2.0167 0.9047
C -4.1674 0.6365 0.5196
C -5.4953 0.9197 1.2945
C -6.3522 -0.0681 1.1296
C -6.1295 -1.3249 0.6386
C -4.7870 -1.4411 -0.3105
C -4.3431 -2.8076 -0.6915
C -3.1394 -3.1959 -1.1424
C -2.1910 -1.8060 -1.0032
N -2.6081 -0.8575 -0.3105
C -3.7476 -0.6430 0.0918
H -1.1918 -1.9660 -1.3527
H -2.8749 -3.9555 -1.7404
H -5.1407 -3.5679 -0.7546
H -6.8340 -2.2807 0.3697
H -7.3563 -0.0657 1.4983
H -5.5700 1.9710 1.6431
H -1.0037 0.2661 -0.3022
H 0.3515 -1.3198 0.9585
H 2.6202 -2.1763 1.0357
H 5.8708 -0.0654 -0.9410
H 6.0975 0.4858 0.7418
H 6.8635 -2.1863 0.2232
H 7.0946 -1.4303 1.5344
H 9.2277 -1.6002 0.1448
H 8.3466 -0.5016 -1.2280
H 10.0464 0.8320 0.2739
H 8.9834 0.3653 1.7265
H 8.3342 1.2443 0.3857
*
```

Computed, not measured: a 5-piece molecular cluster, C5H20O5 overall at a distorted geometry, with ωB97M-V with the def2-TZVPD basis set.

The SMILES is CO.CO.CO.CO.CO. The relative energy (zero: lowest compared OMol25 entry of this formula, charge and spin) is 58.3 kcal per mole.

Geometry as ORCA input:
```
! RIJCOSX wB97M-V def2-TZVPD def2/J DEFGRID3
* xyz 0 1
C 1.7928 -4.9287 -2.8791
O 1.7279 -5.5344 -4.1814
H 2.8122 -4.8007 -2.5152
H 1.3498 -3.9333 -2.8466
H 1.2764 -5.5682 -2.1632
H 0.8074 -5.6726 -4.4162
C -4.5417 3.5245 4.8755
O -3.5005 2.7946 5.4161
H -5.0718 4.1424 5.6002
H -4.0702 4.2227 4.1839
H -5.2768 2.9504 4.3114
H -3.0174 2.4454 4.6636
C 4.5690 -1.6842 3.5018
O 3.8221 -2.4098 2.5438
H 4.5654 -2.1893 4.4677
H 5.6246 -1.6510 3.2322
H 4.2143 -0.6634 3.6437
H 3.9879 -3.3457 2.6787
C -1.3473 -0.2848 0.3217
O -0.7126 -0.0716 1.5951
H -0.6814 0.0225 -0.4847
H -1.6805 -1.3198 0.2452
H -2.2363 0.3459 0.3222
H 0.0297 -0.6797 1.5648
C -0.3948 4.2280 -5.6090
O -1.7952 4.0530 -5.3266
H 0.1582 3.9530 -4.7108
H -0.1219 3.5337 -6.4037
H -0.2213 5.2743 -5.8606
H -2.0681 3.2467 -5.7703
*
```

Computed, not measured: a 10-piece molecular cluster, C30H78N2O10 overall at a distorted geometry, with ωB97M-V with the def2-TZVPD basis set.

As for the expectation value of S²: 0.750. The relative energy (zero: lowest compared OMol25 entry of this formula, charge and spin) is 0.0 kcal per mole.

Geometry as ORCA input:
```
! RIJCOSX wB97M-V def2-TZVPD def2/J DEFGRID3
* xyz -1 2
C 0.0395 13.3860 1.9073
C 0.3875 13.8661 0.4334
C -0.8566 13.7061 -0.4729
C -1.8591 14.8716 -0.4120
C -1.1226 16.2080 -0.5460
C -0.0390 16.4557 0.4643
N 0.8917 15.2576 0.3808
O 2.0427 15.4593 1.1932
C 0.6681 17.7604 -0.0102
C -0.5955 16.7316 1.8776
C 1.5151 12.9290 -0.0750
H 0.8728 13.4951 2.6014
H -0.4159 12.3962 1.9412
H -0.7573 14.0273 2.2840
H -0.6351 13.5304 -1.5256
H -1.3994 12.8275 -0.1245
H -2.3850 14.8388 0.5421
H -2.6052 14.7104 -1.1901
H -1.8330 17.0214 -0.3982
H -0.5846 16.2496 -1.4930
H -0.0392 18.5876 -0.0692
H 1.3791 18.1013 0.7423
H 1.1774 17.5953 -0.9597
H -0.8508 17.7899 1.9309
H -1.4665 16.1432 2.1661
H 0.1935 16.5752 2.6132
H 2.3940 12.8986 0.5689
H 1.9436 13.2716 -1.0168
H 1.1239 11.9212 -0.2143
H 2.7252 15.7236 0.5720
C 7.9747 17.0502 8.5346
C 7.4031 16.3094 7.3259
C 6.4884 15.1566 7.8973
C 5.5247 14.6429 6.8747
C 4.5544 15.7370 6.4510
C 5.3524 16.8149 5.7537
N 6.5267 17.2395 6.5060
O 7.2824 18.2660 5.8730
C 5.6755 16.4217 4.2734
C 4.3828 18.0455 5.6062
C 8.5253 15.6591 6.5446
H 7.0908 17.4888 8.9976
H 8.7222 17.8256 8.3669
H 8.3092 16.4010 9.3438
H 7.1266 14.2887 8.0629
H 6.1084 15.3558 8.8993
H 5.0105 13.7821 7.3021
H 6.0759 14.2458 6.0223
H 4.0317 16.1219 7.3266
H 3.7725 15.3172 5.8181
H 4.8568 15.8073 3.8988
H 5.8627 17.3212 3.6870
H 6.5932 15.8398 4.1879
H 4.8447 18.9684 5.2556
H 3.5201 17.9872 4.9424
H 3.9466 18.4117 6.5356
H 9.1612 14.9829 7.1160
H 9.1721 16.4250 6.1165
H 7.9539 15.1343 5.7790
H 7.5356 17.8099 5.0672
C 8.1097 19.4196 -0.5519
C 8.5532 19.2111 -1.9913
O 9.7023 18.3906 -1.9739
H 7.9568 18.4062 -0.1808
H 7.2435 20.0717 -0.4402
H 8.9278 19.8398 0.0332
H 8.7711 20.1473 -2.5053
H 7.7733 18.6952 -2.5514
H 10.3011 18.4580 -2.7212
C 8.1218 20.9350 3.3890
C 7.4850 21.9916 2.5232
O 7.4000 23.1605 3.3423
H 8.1026 19.9357 2.9543
H 7.5970 20.7913 4.3334
H 9.1684 21.1550 3.5992
H 6.4534 21.7812 2.2412
H 8.0326 22.1656 1.5969
H 6.8570 23.8349 2.9277
C 1.1810 20.1674 5.2314
C 0.4398 20.3078 3.9049
O -0.2580 21.5515 3.9025
H 1.7138 19.2184 5.1703
H 0.5178 20.1163 6.0949
H 1.9897 20.8843 5.3730
H -0.2462 19.4829 3.7126
H 1.0762 20.3738 3.0224
H -0.7713 21.6788 4.7036
C 3.5578 22.6853 4.0465
C 4.5586 22.7947 5.1732
O 4.8850 24.1153 5.2488
H 3.1902 21.6870 3.8095
H 3.8408 23.1752 3.1148
H 2.6712 23.2379 4.3573
H 5.4235 22.1547 4.9989
H 4.1336 22.4346 6.1102
H 5.2924 24.4345 4.4403
C 4.3335 19.6281 1.5606
O 3.8262 19.5243 0.2591
H 5.3053 19.1345 1.5720
H 4.4668 20.6572 1.8943
H 3.6545 19.1231 2.2476
H 3.7881 18.5786 0.0983
C 5.7280 22.5501 -1.1462
O 6.4118 22.2528 -2.3568
H 6.3312 22.5216 -0.2388
H 5.3523 23.5617 -1.2998
H 4.8966 21.8478 -1.0853
H 5.8132 21.8697 -3.0021
C 5.2422 16.3107 0.0388
O 3.9748 16.2514 -0.6442
H 5.1919 16.7618 1.0298
H 5.7256 15.3400 0.1493
H 5.8162 17.0481 -0.5223
H 4.0994 16.1848 -1.5938
C 1.9866 22.6459 -0.5482
O 2.0446 23.8403 0.2318
H 1.0148 22.5859 -1.0381
H 2.7860 22.6410 -1.2892
H 2.2660 21.8580 0.1513
H 1.5560 23.6909 1.0445
*
```

Computed, not measured: a single C22H30FN3O3 molecule, with ωB97M-V with the def2-TZVPD basis set.

The SMILES is O=C(NCCCc1ccc(F)cc1)[C@H]1CCC(=O)N(CCCN2CCCC2=O)C1. The relative energy (zero: lowest compared OMol25 entry of this formula, charge and spin) is 0.0 kcal per mole.

Geometry as ORCA input:
```
! RIJCOSX wB97M-V def2-TZVPD def2/J DEFGRID3
* xyz 0 1
O 2.6768 -2.0191 -1.9728
C 1.6779 -1.6109 -1.4086
N 1.3938 -1.8963 -0.1278
H 0.6209 -1.4617 0.3613
C 2.2592 -2.7149 0.6899
H 3.1497 -2.9355 0.0959
C 2.6293 -2.0391 2.0086
H 1.7243 -1.6214 2.4541
H 3.0214 -2.8028 2.6830
C 3.6844 -0.9370 1.8527
C 3.1480 0.2967 1.1852
C 3.5485 0.6504 -0.0970
C 3.0617 1.7952 -0.7027
C 2.1659 2.5832 -0.0063
C 1.7506 2.2628 1.2723
C 2.2497 1.1160 1.8606
H 1.9359 0.8555 2.8600
H 1.0588 2.9079 1.7917
F 1.6595 3.6933 -0.6013
H 3.3676 2.0756 -1.6982
H 4.2403 0.0219 -0.6363
H 4.0472 -0.6665 2.8480
H 4.5268 -1.3280 1.2801
H 1.7442 -3.6601 0.9067
C 0.6227 -0.8195 -2.1924
C -0.4837 -1.7903 -2.6321
C -1.6110 -1.8128 -1.6095
C -2.2524 -0.4420 -1.5572
O -3.4622 -0.2805 -1.5606
N -1.3770 0.5819 -1.5559
C 0.0578 0.3951 -1.4361
H 0.5336 1.2956 -1.8291
H 0.3172 0.3318 -0.3740
C -1.8779 1.9454 -1.5379
H -1.0190 2.6177 -1.5411
C -2.7811 2.2797 -0.3439
H -2.9161 3.3620 -0.3326
H -3.7530 1.8183 -0.5099
C -2.2348 1.8294 1.0166
N -2.6453 0.4944 1.3804
C -1.8100 -0.5245 1.6072
O -0.5934 -0.4891 1.4887
C -2.6262 -1.7192 2.0661
H -2.5256 -1.7965 3.1519
C -4.0478 -1.3529 1.6511
H -4.2375 -1.6934 0.6332
H -4.8073 -1.7660 2.3111
C -4.0285 0.1761 1.6670
H -4.3072 0.5822 2.6491
H -4.6899 0.5978 0.9106
H -2.2638 -2.6471 1.6275
H -1.1419 1.8380 1.0174
H -2.5917 2.5164 1.7941
H -2.4574 2.1153 -2.4526
H -1.2224 -2.0771 -0.6257
H -2.3796 -2.5372 -1.8832
H -0.8898 -1.4712 -3.5949
H -0.0626 -2.7886 -2.7650
H 1.1436 -0.4769 -3.0913
*
```